# 1
16
Properties=species:S:1:pos:R:3 method="wB97M-V/def2-TZVPD" multiplicity=1 gap_ev=11.3 e_homo_ev=-10.72
Cl -1.40394 0.22910 -1.65687
C -1.21743 1.46964 -2.96550
C -0.80986 2.80771 -2.19168
Cl -1.17083 4.23016 -3.05717
H -2.19096 1.58835 -3.44113
H -0.49547 1.01826 -3.64603
H 0.23560 2.81743 -1.88341
H -1.39670 2.97623 -1.28873
Cl 2.52775 -3.62292 2.19202
C 1.73036 -2.06125 2.16703
C 0.32362 -2.04548 2.72459
Cl 0.31519 -2.25448 4.50247
H 1.52148 -1.82255 1.12420
H 2.51597 -1.41864 2.56450
H -0.31545 -2.82254 2.30524
H -0.16933 -1.08904 2.55048


# 2
58
Properties=species:S:1:pos:R:3 method="wB97M-V/def2-TZVPD" s_squared=6.0673 multiplicity=5 gap_ev="5.7 / 7.0" e_homo_ev="-5.84 / -7.17"
Fe -0.61532 -0.12030 -1.03172
C 4.20048 3.39130 -2.37202
C 3.98428 1.93510 -2.74882
N 3.43708 1.19760 -1.63912
C 2.09898 1.16060 -1.39032
S 1.58878 -0.24620 -0.56722
N 1.22118 2.04960 -1.72512
N -0.05312 1.66370 -1.31892
C -0.79062 2.65490 -0.94132
C -0.38882 4.10450 -0.96192
C -2.08742 2.22150 -0.43042
C -3.06412 3.02250 0.14048
C -4.22232 2.39820 0.59938
C -4.34732 1.01580 0.48128
C -3.30652 0.30830 -0.10012
N -2.18672 0.88670 -0.56722
H 4.66768 3.93250 -3.20052
H 4.85358 3.47670 -1.49682
H 3.25628 3.89020 -2.13232
H 4.95108 1.49620 -3.01892
H 3.34008 1.85650 -3.63202
H 3.78668 0.25660 -1.49832
H 0.13268 4.33650 -1.89562
H 0.27988 4.30430 -0.12002
H -1.24752 4.77480 -0.90322
H -2.94062 4.09060 0.24838
H -5.01432 2.98200 1.05778
H -5.22802 0.49740 0.84108
H -3.33762 -0.77160 -0.20802
C -0.54402 1.04700 3.14038
As -0.68832 0.10420 1.40188
C -2.40602 -0.72440 1.91558
C 0.40558 -1.56140 1.68038
C 0.91078 -1.77510 2.97998
C 1.68838 -2.88580 3.28978
C 1.99108 -3.81740 2.31038
C 1.51848 -3.64520 1.01368
C 0.72278 -2.53740 0.65428
As 0.13668 -2.43480 -1.26782
C 1.08148 -3.95580 -2.11992
C -1.50172 -3.50730 -1.01062
H -0.86692 0.40730 3.98678
H -1.21282 1.93190 3.11838
H 0.49878 1.39140 3.29688
H -2.29992 -1.27110 2.87588
H -2.73432 -1.43310 1.13498
H -3.17832 0.06370 2.02388
H 0.71888 -1.08740 3.78298
H 2.06198 -3.02350 4.29738
H 2.59988 -4.67900 2.55678
H 1.79498 -4.39970 0.30038
H 0.86298 -4.91670 -1.61122
H 2.17418 -3.76520 -2.12512
H 0.72978 -4.04700 -3.16812
H -1.26972 -4.44170 -0.45782
H -1.93522 -3.76200 -1.99872
H -2.24822 -2.92910 -0.43792
H -1.97952 -1.11180 -1.03172


# 3
34
Properties=species:S:1:pos:R:3 method="wB97M-V/def2-TZVPD" s_squared=0.7552 multiplicity=2 gap_ev="6.0 / 8.2" e_homo_ev="-9.36 / -11.58" charge=+1
Sc -0.62109 -0.32824 -0.52352
C -0.50359 -3.01243 2.23551
C 0.08794 -3.78224 1.06451
S 0.74260 -2.79202 -0.30818
C 2.39880 -2.29508 0.24173
C 2.48176 -1.22947 1.32495
S 1.65093 0.30829 0.80695
C 1.06375 0.95214 2.40631
C -0.03506 1.98847 2.22040
S -1.57159 1.44000 1.41977
C -2.47799 0.57800 2.73465
C -1.95803 -0.79592 3.12666
S -1.75782 -1.83528 1.64858
H 0.25822 -2.46163 2.78581
H -0.97714 -3.71414 2.92277
H -0.68078 -4.39856 0.59630
H 0.87216 -4.45464 1.41364
H 2.88292 -1.94794 -0.67322
H 2.93353 -3.18882 0.56524
H 3.52959 -1.00103 1.52017
H 2.03392 -1.56963 2.25718
H 1.90624 1.42006 2.91618
H 0.72587 0.11016 3.00732
H 0.31771 2.80423 1.58720
H -0.29753 2.42320 3.18575
H -3.49242 0.50162 2.33959
H -2.52319 1.22963 3.60770
H -2.67366 -1.27078 3.79803
H -1.00540 -0.73000 3.65019
Se -2.66829 -1.70005 -1.92977
C -1.06588 -1.31507 -2.63608
N 0.03381 -0.91685 -2.69737
S -0.88378 3.01452 -2.10449
C -0.77737 1.62514 -1.47239


# 4
134
Properties=species:S:1:pos:R:3 method="wB97M-V/def2-TZVPD" multiplicity=1 gap_ev=8.6 e_homo_ev=-10.69 charge=+1
C 5.18261 -1.79657 -4.99514
C 5.49890 -0.38223 -5.41990
N 4.70025 0.60231 -4.70473
C 5.48085 1.71894 -4.10657
C 5.37919 1.72570 -2.61548
C 3.66081 1.07089 -5.47576
S 3.81175 1.81907 -6.86477
S 2.13253 0.78114 -4.74425
C 1.02471 1.12826 -6.08835
C 0.32245 -0.12908 -6.58359
C -1.12747 -0.21646 -6.20497
N -1.31742 -0.59653 -4.81839
C -1.14563 -1.68510 -4.19875
N -0.75784 -2.91287 -4.65726
P -0.41544 -3.42656 -6.26468
N 1.16917 -3.99224 -6.09862
O -1.27427 -4.73297 -6.43573
N -1.38517 -1.54058 -2.97886
C -1.72806 -0.31856 -2.78014
C -2.01389 0.00673 -1.39939
C -1.01012 0.89114 -0.75433
N 0.20805 0.82773 -0.92342
N -1.70566 0.32027 -3.86690
P -2.04100 2.02837 -4.38738
C -3.55179 1.79993 -5.37951
C -2.55335 3.06187 -3.03649
H 4.87898 -1.78841 -3.97810
H 4.42314 -2.18220 -5.62867
H 6.05208 -2.38670 -5.08579
H 6.52543 -0.23286 -5.23024
H 5.39133 -0.31652 -6.47272
H 5.02562 2.61234 -4.43410
H 6.49601 1.71466 -4.41412
H 6.02377 0.97489 -2.22573
H 4.36836 1.55606 -2.36225
H 5.71048 2.67541 -2.26404
H 0.31199 1.84432 -5.78267
H 1.53198 1.56580 -6.90294
H 0.45078 -0.24923 -7.63138
H 0.83257 -0.93008 -6.12360
H -1.60766 -0.92260 -6.80907
H -1.56999 0.72540 -6.41518
H -0.67891 -3.58530 -3.91931
H 1.56332 -4.01248 -7.02267
H 1.66627 -3.31390 -5.54456
H -1.06182 -5.41471 -5.78018
H -1.95154 -0.91858 -0.89729
H -2.98585 0.35429 -1.21700
H -1.38592 1.62111 -0.09367
H 0.45721 0.07788 -1.57168
H -4.32132 2.43109 -5.03050
H -3.92728 0.80273 -5.34327
H -3.36659 2.06786 -6.38341
H -1.74016 3.46714 -2.51175
H -3.21594 2.61792 -2.35383
H -3.09856 3.84610 -3.48639
C 3.27959 5.38443 1.15322
C 1.77941 5.48018 1.06358
C 1.01719 4.37832 1.75922
O -0.21031 4.34876 1.01502
C 0.06972 4.78657 -0.23137
O -0.67914 4.71971 -1.14551
O 1.31294 5.30758 -0.29188
H 3.74750 6.06845 0.44801
H 3.61902 5.63182 2.15781
H 3.62137 4.37965 0.90504
H 1.44584 6.46325 1.40407
H 0.82489 4.58262 2.80800
H 1.49703 3.40791 1.65699
C -6.43757 -1.08471 2.00542
C -5.12434 -0.33672 1.95110
C -5.04228 0.81521 2.92759
O -4.09445 1.69946 2.26737
C -4.18368 1.46345 0.94718
O -3.68186 2.14020 0.09040
O -4.93347 0.36269 0.69463
H -6.56041 -1.74292 1.14663
H -6.49756 -1.67991 2.91347
H -7.27294 -0.38721 1.99405
H -4.27860 -1.02025 2.06626
H -4.68806 0.52808 3.91246
H -5.98774 1.34870 3.02374
C -6.73827 1.12802 6.41550
C -8.11530 0.67847 6.02968
C -8.64240 -0.50686 6.79520
O -9.57066 -1.08854 5.84580
C -9.10567 -0.76337 4.61481
O -9.49690 -1.23838 3.60301
O -8.11551 0.16914 4.68912
H -6.34484 1.82385 5.67137
H -6.74087 1.61755 7.38613
H -6.06868 0.28363 6.45468
H -8.81803 1.51471 6.07341
H -9.14488 -0.22259 7.71385
H -7.88996 -1.25411 7.01868
C 9.19576 -2.05642 -1.86710
C 9.31565 -0.57275 -1.63335
C 10.71987 -0.01936 -1.72123
O 10.62793 1.14337 -0.87863
C 9.66581 0.90539 0.04050
O 9.45813 1.58138 0.99218
O 8.96720 -0.22125 -0.28001
H 8.21136 -2.41126 -1.56651
H 9.34735 -2.29090 -2.91941
H 9.92967 -2.60442 -1.27688
H 8.63628 -0.03466 -2.30112
H 11.01503 0.25581 -2.72866
H 11.46649 -0.69169 -1.29621
C -2.10182 -3.26558 8.95336
C -3.32340 -2.91330 8.14949
C -3.11402 -1.85462 7.09899
O -4.43665 -1.30261 6.97538
C -5.07006 -1.48446 8.15714
O -6.13078 -1.01699 8.41492
O -4.35229 -2.29285 8.96403
H -2.37673 -3.85834 9.82368
H -1.40145 -3.83454 8.34516
H -1.60220 -2.36807 9.31793
H -3.76006 -3.81497 7.71481
H -2.77527 -2.25359 6.15685
H -2.44091 -1.05928 7.42366
C 2.21856 -2.33474 1.77871
C 1.62300 -1.98692 3.11349
C 2.31539 -2.57900 4.32065
O 1.23137 -2.63613 5.27545
C 0.08970 -2.75482 4.56748
O -0.97434 -3.01182 5.01246
O 0.30927 -2.54854 3.25614
H 1.53380 -2.06382 0.97388
H 3.15785 -1.81220 1.63059
H 2.39886 -3.40453 1.70176
H 1.53086 -0.90617 3.21309
H 3.13173 -1.97100 4.69582
H 2.67093 -3.59519 4.14733


# 5
80
Properties=species:S:1:pos:R:3 method="wB97M-V/def2-TZVPD" s_squared=0.7714 multiplicity=2 gap_ev="7.0 / 7.1" e_homo_ev="-6.88 / -6.95"
O -0.86466 0.18415 0.61504
V 0.16933 1.38467 0.94767
O 1.65085 2.39276 1.84034
H 1.97424 3.01237 1.18092
C -3.03833 1.92515 3.74340
C -1.72081 1.16571 3.60196
O -0.74564 1.85079 2.92818
H -2.91418 2.85756 4.29554
H -3.73560 1.33538 4.35621
H -3.54955 2.05735 2.78541
H -1.93209 0.16070 3.18652
H -1.39735 0.94875 4.64089
C -3.05271 4.00294 -0.85079
C -2.35387 2.63987 -0.76797
C -2.26026 2.00075 -2.15122
O -1.14003 1.14190 -2.20019
C -1.18085 0.26471 -3.30438
N -1.04173 2.91367 0.00193
H -2.38584 4.77126 -1.26116
H -3.51310 4.33761 0.07475
H -3.82055 3.98574 -1.63601
H -3.00008 2.10964 -0.06675
H -2.08459 2.75756 -2.92510
H -3.18175 1.43769 -2.31171
H -0.23166 -0.26735 -3.36568
H -1.36201 0.77875 -4.25697
H -1.97373 -0.48199 -3.17776
H -0.53437 3.32238 -0.79222
H -1.37224 3.69245 0.56394
C 0.26123 -2.29932 2.74577
C 1.22841 -1.17121 2.94933
C 2.53775 -1.63291 3.59436
O 3.49344 -0.60719 3.60886
C 4.75112 -1.06149 4.05726
N 1.48931 -0.48931 1.64878
H -0.04713 -2.76081 3.68865
H 0.68400 -3.09556 2.12100
H -0.68171 -2.01619 2.27752
H 0.90938 -0.39147 3.64742
H 2.91096 -2.52554 3.06053
H 2.34833 -1.95605 4.62764
H 4.77266 -1.25462 5.13616
H 5.48225 -0.28804 3.82801
H 5.02551 -1.98096 3.52423
H 2.46555 -0.18383 1.75369
H 1.62272 -1.24921 0.97374
C -0.15202 -6.95867 -1.45994
C -1.38673 -6.03092 -1.56080
C -0.91388 -4.60104 -1.51066
O -2.03735 -3.72717 -1.60234
C -2.04978 -2.76423 -0.55764
N -2.11894 -6.48204 -2.76381
H 0.32607 -6.71972 -0.50338
H 0.62943 -6.74253 -2.19341
H -0.44846 -7.99879 -1.54585
H -2.06277 -6.31027 -0.75074
H -0.27237 -4.38012 -2.38134
H -0.22664 -4.37556 -0.68897
H -1.35202 -1.96642 -0.83593
H -1.76881 -3.13793 0.42935
H -3.02046 -2.28116 -0.45032
H -2.79686 -5.71573 -2.88811
H -1.59693 -6.35083 -3.63266
C 2.30317 1.77454 -3.18203
C 2.45333 2.12620 -1.71711
C 2.33690 3.60981 -1.43089
O 1.12627 4.10807 -1.97894
C 1.12708 5.51131 -1.97823
N 1.40942 1.30480 -0.95435
H 1.37532 2.14594 -3.61171
H 2.43572 0.71011 -3.38319
H 3.12754 2.23815 -3.73802
H 3.42949 1.88699 -1.28915
H 3.18120 4.19826 -1.81030
H 2.36601 3.83054 -0.36542
H 1.76212 5.93801 -2.76582
H 1.54489 5.94784 -1.06047
H 0.12560 5.92279 -2.08375
H 0.65475 1.19378 -1.63799
H 1.82908 0.37683 -1.05385


# 6
10
Properties=species:S:1:pos:R:3 method="wB97M-V/def2-TZVPD" multiplicity=1 gap_ev=10.3 e_homo_ev=-9.15
C 1.14932 0.02287 0.48630
C 0.22942 0.80509 -0.37279
Si -1.41879 0.00010 0.13844
C 0.21994 -0.72559 -0.38241
H 2.09967 -0.11395 0.13179
H 0.93026 -0.12760 1.61871
H 0.49149 1.41065 -1.09858
H -1.68537 0.34559 1.59666
H -2.40487 -0.23225 -0.92854
H 0.38893 -1.38489 -1.18958


no.,DFT total energy (Eh)
1,-1997.962495
2,-7132.331774
3,-5598.301832
4,-4779.349117
5,-2405.445616
6,-407.274656